[1]
The following is a DFT calculation (wB97M-V/def2-TZVPD) of an isolated molecule of CH3ClOSi.

Cartesian coordinates (Å):
O (-0.41469, 1.95984, -0.18848)
C (0.38435, 1.08120, 0.00050)
Si (-0.05061, -0.79716, -0.04359)
Cl (-2.25596, -0.76918, 0.11224)
H (1.43890, 1.35251, 0.22942)
H (0.43193, -1.39992, -1.27327)
H (0.46608, -1.42729, 1.16318)

## Properties
Total energy = -864.8256 Ha
2S+1 = 1
SMILES string = O=C[SiH2]Cl
Gap between HOMO and LUMO = 0.36381 Ha

---

[2]
The following is a DFT calculation (wB97M-V/def2-TZVPD) of an isolated molecule of C21H25N3O2.

Cartesian coordinates (Å):
C (3.47086, -1.33205, -0.87830)
C (2.27147, -1.82863, -0.14201)
C (1.68284, -3.14035, -0.56502)
C (1.14755, -3.02816, -2.00678)
C (0.42515, -1.72669, -2.23479)
C (0.84400, -0.85231, -3.22855)
C (0.21783, 0.36700, -3.41128)
C (-0.83893, 0.73054, -2.59655)
C (-1.27321, -0.13891, -1.61063)
C (-0.64808, -1.35920, -1.43399)
N (1.66254, -1.24495, 0.80721)
N (1.99404, 0.03906, 1.19335)
C (1.99160, 1.11444, 0.36543)
O (1.91070, 1.03920, -0.84745)
C (2.03003, 2.43995, 1.09452)
C (0.62053, 2.92694, 1.46230)
O (0.41102, 3.54072, 2.48722)
N (-0.32362, 2.63174, 0.55235)
C (-1.70375, 3.04281, 0.71210)
C (-2.37859, 2.41047, 1.94261)
C (-2.38203, 0.91185, 1.86970)
C (-1.31081, 0.18271, 2.37006)
C (-1.28505, -1.19660, 2.27466)
C (-2.34356, -1.86696, 1.68515)
C (-3.42206, -1.15294, 1.19153)
C (-3.43699, 0.22841, 1.27796)
H (4.00406, -2.15344, -1.34938)
H (3.16136, -0.61475, -1.63940)
H (4.13668, -0.80679, -0.19305)
H (2.43727, -3.92837, -0.51858)
H (0.87271, -3.38741, 0.12023)
H (1.97702, -3.10340, -2.71216)
H (0.47261, -3.86757, -2.19255)
H (1.67570, -1.12408, -3.86429)
H (0.56423, 1.03950, -4.18198)
H (-1.32253, 1.68818, -2.73231)
H (-2.09962, 0.12962, -0.96888)
H (-0.99262, -2.02096, -0.65422)
H (1.78839, 0.19550, 2.17202)
H (2.46482, 3.18578, 0.42575)
H (2.62337, 2.39536, 2.00797)
H (-0.08006, 2.08081, -0.25769)
H (-2.23928, 2.76545, -0.19665)
H (-1.73335, 4.13164, 0.82889)
H (-1.83648, 2.74162, 2.82869)
H (-3.40049, 2.78997, 1.99503)
H (-0.50156, 0.70985, 2.85496)
H (-0.44014, -1.74993, 2.65568)
H (-2.33304, -2.94541, 1.61787)
H (-4.25216, -1.67211, 0.73424)
H (-4.28035, 0.78285, 0.88899)

## Properties
Total energy = -1129.9983 Ha
2S+1 = 1
SMILES string = C/C(CCc1ccccc1)=N\NC(=O)CC(=O)NCCc1ccccc1
Gap between HOMO and LUMO = 0.35426 Ha

---

[3]
The following is a DFT calculation (wB97M-V/def2-TZVPD) of C24H52O6P2 as an isolated structure.

Cartesian coordinates (Å):
C (3.94479, 0.02529, 2.00520)
C (2.60724, 0.46637, 1.40184)
C (1.41115, -0.00904, 2.23302)
C (0.09720, -0.19692, 1.46131)
C (-0.21775, 0.85968, 0.37932)
C (-0.53788, 0.26060, -0.99854)
C (-0.33287, 1.24118, -2.17479)
C (0.43772, 0.71639, -3.41119)
C (1.69851, 1.54193, -3.72723)
C (2.87155, 1.24868, -2.76985)
C (3.64115, -0.04336, -3.13599)
C (3.35613, -1.26065, -2.22697)
C (3.18341, -2.52865, -3.05403)
O (2.48130, -3.58228, -2.38127)
P (2.94197, -4.10938, -0.95681)
O (2.51488, -3.33139, 0.22216)
O (4.53929, -4.25977, -1.07054)
O (2.43996, -5.61398, -1.01829)
P (1.39574, -6.22040, 0.18790)
C (2.63639, -6.51331, 1.49693)
C (1.32540, -7.92594, -0.50525)
C (-0.13398, -8.40761, -0.54494)
H (4.76017, 0.68694, 1.69929)
H (3.89069, 0.09233, 3.09716)
H (4.20060, -1.00122, 1.72551)
H (2.60613, 1.56283, 1.36949)
H (2.50528, 0.12563, 0.36759)
H (1.67566, -0.98303, 2.66425)
H (1.25787, 0.66731, 3.07978)
H (-0.71286, -0.17359, 2.19948)
H (0.07537, -1.19973, 1.02572)
H (-1.11996, 1.38604, 0.70691)
H (0.55705, 1.62607, 0.31519)
H (0.02362, -0.66849, -1.16221)
H (-1.59369, -0.03052, -0.97944)
H (0.15443, 2.14364, -1.79482)
H (-1.32055, 1.54506, -2.53159)
H (0.71030, -0.33530, -3.26879)
H (-0.22764, 0.76920, -4.27919)
H (1.43223, 2.60256, -3.71302)
H (2.03521, 1.31803, -4.74464)
H (3.57368, 2.08640, -2.80431)
H (2.50562, 1.18567, -1.74107)
H (4.71156, 0.17415, -3.09330)
H (3.42869, -0.30501, -4.17926)
H (4.18211, -1.38258, -1.52140)
H (2.43454, -1.11260, -1.65885)
H (4.14464, -2.90986, -3.42219)
H (2.57856, -2.30659, -3.93480)
H (4.87864, -4.21214, -1.96366)
H (3.66070, -6.54929, 1.11802)
H (2.41123, -7.47646, 1.96425)
H (2.54128, -5.71939, 2.23765)
H (1.75949, -7.92987, -1.50979)
H (1.93490, -8.60081, 0.10103)
H (-0.64751, -8.17586, 0.39064)
H (-0.17704, -9.48932, -0.69106)
H (-0.68352, -7.92037, -1.35247)
C (-2.19719, 4.51923, 4.14953)
C (-2.60503, 5.48218, 3.03531)
C (-1.70641, 5.03070, 1.89252)
O (-1.50272, 3.63044, 2.07419)
C (-1.96241, 3.23400, 3.36480)
H (-2.95193, 4.40128, 4.92578)
H (-1.27052, 4.85402, 4.62156)
H (-3.64795, 5.31905, 2.77032)
H (-2.46940, 6.53309, 3.29048)
H (-0.73498, 5.53817, 1.92433)
H (-2.15352, 5.19482, 0.91092)
H (-2.89411, 2.66939, 3.24986)
H (-1.21425, 2.58251, 3.82002)
C (-6.71351, 2.95915, 0.08428)
C (-6.66677, 4.45407, -0.22916)
C (-5.81077, 4.98004, 0.91603)
O (-4.90530, 3.92793, 1.25117)
C (-5.30573, 2.71436, 0.61228)
H (-6.95133, 2.33753, -0.77737)
H (-7.45221, 2.76018, 0.86361)
H (-6.16602, 4.62237, -1.18483)
H (-7.64720, 4.92591, -0.27045)
H (-6.42360, 5.21664, 1.79313)
H (-5.23595, 5.86815, 0.64795)
H (-4.60677, 2.49571, -0.20192)
H (-5.25319, 1.90181, 1.33758)

## Properties
Total energy = -2079.8947 Ha
2S+1 = 1
Gap between HOMO and LUMO = 0.34971 Ha

---

[4]
The following is a DFT calculation (wB97M-V/def2-TZVPD) of an isolated molecule of C2H2INP2.

Cartesian coordinates (Å):
C (0.18608, 1.15927, -1.59525)
C (0.16307, 0.94523, -0.37431)
N (0.01641, 0.46301, 0.94102)
P (-0.27804, 0.88589, 2.59107)
P (-0.34016, -1.27076, 1.20221)
I (1.36691, -2.38842, -0.19503)
H (0.08065, 1.45917, -2.59078)
H (-1.19492, -1.25339, 0.02106)

## Properties
Total energy = -1112.4085 Ha
2S+1 = 1
SMILES string = C#CN1P=[P@@H]1I
Gap between HOMO and LUMO (alpha / beta) = 0.23370 / 0.22789 Ha

---

[5]
The following is a DFT calculation (wB97M-V/def2-TZVPD) of a 2-piece molecular cluster, C5H10O overall.

Cartesian coordinates (Å):
C (-2.08511, -1.18968, -0.78587)
C (-1.28814, 0.03146, -0.43903)
C (-1.66217, 0.69910, 0.65685)
H (-2.85418, -1.03419, -1.55937)
H (-1.45878, -2.00644, -1.13851)
H (-2.67973, -1.50853, 0.07027)
H (-0.70718, 0.60584, -1.14700)
H (-1.00084, 1.37863, 1.18076)
H (-2.51831, 0.35089, 1.23042)
O (1.29367, -1.12103, 0.39611)
C (1.55663, 0.12580, 0.57420)
C (2.84642, 0.71903, 0.04289)
H (1.07507, 0.62006, 1.44567)
H (3.05234, 1.71902, 0.38585)
H (2.75633, 0.63040, -1.05489)
H (3.67398, -0.02035, 0.14167)

## Properties
Total energy = -271.6386 Ha
⟨S²⟩ = 0.754
2S+1 = 2
Net charge = -1
Gap between HOMO and LUMO (alpha / beta) = 0.13908 / 0.26069 Ha

---

Taking the records one at a time from the top gives ΔE to the lowest compared entry with this formula, charge and spin values of 7.1, 34.4, 0.0, 71.4, 33.1 kcal/mol.